Entry 1:
# C33H45N2O4PPd

A molecular structure, C33H45N2O4PPd (ωB97M-V with the def2-TZVPD basis set, OMol25).

Structure (XYZ):
```
86
Properties=species:S:1:pos:R:3:forces:R:3
Pd -0.276 -0.551 0.588 -0.1 -0.1 -0.3
C 4.136 -0.073 1.932 0.1 -0.1 0.0
O 4.129 0.880 0.873 0.0 0.0 0.1
C 3.635 0.470 -0.340 0.1 -0.1 -0.3
C 4.391 0.756 -1.455 0.0 -0.1 0.1
C 3.943 0.435 -2.736 0.0 0.0 0.0
C 2.728 -0.191 -2.878 0.0 0.1 0.1
C 1.920 -0.481 -1.765 0.0 0.0 0.1
C 0.632 -1.083 -2.051 0.1 -0.1 0.0
N -0.284 -1.336 -1.196 -0.2 0.3 0.2
N -1.515 -1.817 -1.610 -0.1 0.0 0.0
C -2.431 -1.540 -0.718 0.2 -0.1 0.0
O -2.218 -0.951 0.419 0.1 -0.1 -0.1
C -3.831 -1.933 -1.017 0.0 0.0 0.0
C -4.200 -2.344 -2.295 0.0 0.0 0.0
C -5.510 -2.714 -2.554 0.0 0.0 0.0
C -6.458 -2.678 -1.540 0.0 0.0 0.0
C -6.093 -2.268 -0.266 0.0 0.0 0.0
C -4.784 -1.893 -0.004 0.0 0.0 0.0
C 2.355 -0.128 -0.457 -0.1 -0.1 -0.1
O 1.664 -0.297 0.639 0.1 0.1 0.1
H 4.888 0.273 2.639 0.0 0.0 0.0
H 3.163 -0.144 2.417 0.0 0.0 0.0
H 4.415 -1.062 1.561 0.0 0.0 0.0
H 5.347 1.242 -1.301 0.0 0.0 0.0
H 4.551 0.668 -3.600 0.0 0.0 0.0
H 2.362 -0.456 -3.863 0.0 0.0 0.0
H 0.396 -1.313 -3.088 0.0 -0.1 0.0
H -3.452 -2.371 -3.074 0.0 0.0 0.0
H -5.793 -3.029 -3.549 0.0 0.0 0.0
H -7.480 -2.970 -1.743 0.0 0.0 0.0
H -6.829 -2.239 0.527 0.0 0.0 0.0
H -4.485 -1.567 0.982 0.0 0.0 0.0
O -0.291 1.858 0.379 -0.3 0.1 0.1
P 0.325 2.792 1.378 0.3 0.0 0.0
C -0.852 4.167 1.665 0.0 0.0 0.0
C -1.400 4.659 0.315 0.0 0.0 0.0
C -2.727 5.398 0.530 0.0 0.0 0.0
C -2.731 6.204 1.840 0.0 0.0 0.0
C -1.311 6.610 2.216 0.0 0.0 0.0
C -0.461 5.372 2.546 0.0 0.0 0.0
C 1.978 3.273 0.760 -0.1 0.0 0.0
C 1.914 3.416 -0.779 -0.1 0.0 0.0
C 3.173 4.109 -1.284 0.0 0.0 0.0
C 3.227 5.566 -0.798 0.0 0.0 0.0
C 2.547 5.729 0.571 0.0 0.0 0.0
C 2.722 4.461 1.402 0.0 0.0 0.0
C 0.619 1.909 2.957 0.0 0.1 0.1
C 0.842 2.806 4.199 0.0 0.0 0.0
C -0.397 2.827 5.093 0.0 0.0 0.0
C -0.688 1.435 5.662 0.0 0.0 0.0
C -0.394 0.329 4.633 0.0 0.0 0.0
C -0.485 0.869 3.210 0.1 0.0 -0.1
H -1.677 3.626 2.153 0.0 0.0 0.0
H -1.535 3.821 -0.367 0.0 0.0 0.0
H -0.664 5.330 -0.139 0.0 0.0 0.0
H -3.544 4.673 0.537 0.0 0.0 0.0
H -2.906 6.062 -0.319 0.0 0.0 0.0
H -3.153 5.604 2.652 0.0 0.0 0.0
H -3.372 7.082 1.743 0.0 0.0 0.0
H -1.311 7.286 3.073 0.0 0.0 0.0
H -0.862 7.163 1.385 0.0 0.0 0.0
H -0.604 5.117 3.597 0.0 0.0 0.0
H 0.593 5.624 2.424 0.0 0.0 0.0
H 2.548 2.360 0.974 -0.1 0.2 0.0
H 1.035 3.995 -1.080 0.0 0.0 0.0
H 1.796 2.430 -1.225 0.0 0.0 0.0
H 3.212 4.072 -2.374 0.0 0.0 0.0
H 4.046 3.554 -0.928 0.0 0.0 0.0
H 2.738 6.219 -1.525 0.0 0.0 0.0
H 4.267 5.895 -0.734 0.0 0.0 0.0
H 1.480 5.929 0.433 0.0 0.0 0.0
H 2.956 6.593 1.099 0.0 0.0 0.0
H 2.424 4.616 2.440 0.0 0.0 0.0
H 3.788 4.217 1.438 0.0 0.0 0.0
H 1.536 1.342 2.763 0.0 0.1 -0.1
H 1.108 3.821 3.909 0.0 0.0 0.0
H 1.691 2.426 4.773 0.0 0.0 0.0
H -1.255 3.177 4.510 0.0 0.0 0.0
H -0.266 3.545 5.905 0.0 0.0 0.0
H -1.727 1.382 5.991 0.0 0.0 0.0
H -0.072 1.273 6.550 0.0 0.0 0.0
H -1.080 -0.510 4.761 0.0 0.0 0.0
H 0.614 -0.066 4.786 0.0 0.0 0.0
H -1.483 1.265 3.008 0.0 0.0 0.0
H -0.332 0.015 2.525 -0.1 -0.1 0.1
```
Positions in Å, forces in eV/Å.

Values from the calculation:
HOMO-LUMO gap (eV): 7.607
Multiplicity: 1
Maximum force (eV/A): 0.4

Entry 2:
# C33H46ClNO2P4Ti

A molecular structure, C33H46ClNO2P4Ti (ωB97M-V with the def2-TZVPD basis set, OMol25).

Structure (XYZ):
```
88
Properties=species:S:1:pos:R:3:forces:R:3
P 1.568 -1.766 -0.884 -0.7 0.0 0.3
C 1.380 -3.302 -1.783 -0.1 -0.3 -0.2
C 1.912 -3.465 -3.077 -0.2 -0.1 0.3
H 2.371 -2.618 -3.586 -0.1 -0.3 0.1
C 1.849 -4.716 -3.689 0.0 0.1 0.0
H 2.270 -4.841 -4.687 -0.1 0.0 0.3
C 1.260 -5.798 -3.029 0.0 0.3 0.2
H 1.221 -6.773 -3.512 0.0 0.2 0.1
C 0.725 -5.629 -1.748 0.0 0.1 0.1
H 0.266 -6.469 -1.229 0.1 0.2 -0.2
C 0.777 -4.385 -1.120 0.2 0.1 -0.3
H 0.367 -4.237 -0.121 0.0 -0.2 -0.2
C 1.992 -0.460 -2.059 0.1 0.3 -0.2
C 1.072 -0.157 -3.079 0.1 0.1 0.1
H 0.158 -0.747 -3.180 0.2 0.2 0.0
C 1.331 0.890 -3.964 -0.1 -0.3 0.1
H 0.594 1.139 -4.728 0.2 -0.1 0.1
C 2.533 1.595 -3.886 0.0 0.0 0.2
H 2.748 2.393 -4.599 -0.1 -0.2 0.2
C 3.467 1.267 -2.904 0.0 0.0 0.1
H 4.418 1.795 -2.850 -0.2 -0.1 0.0
C 3.200 0.255 -1.980 -0.3 -0.3 0.0
H 3.942 -0.001 -1.219 -0.2 0.1 -0.2
C 2.908 -1.944 0.310 0.3 0.0 0.4
C 4.056 -2.683 -0.043 -0.2 0.2 0.1
H 4.132 -3.119 -1.039 0.0 0.0 0.2
C 5.086 -2.854 0.883 -0.1 0.1 -0.1
H 5.971 -3.421 0.595 -0.2 0.1 0.1
C 4.983 -2.309 2.166 -0.3 0.1 -0.2
H 5.785 -2.457 2.888 -0.2 0.0 -0.2
C 3.848 -1.574 2.516 0.0 0.1 -0.1
H 3.753 -1.142 3.513 0.1 -0.1 -0.2
C 2.819 -1.375 1.593 0.1 -0.3 -0.1
H 1.941 -0.791 1.866 0.2 -0.2 0.0
Ti -2.131 -0.240 0.911 -2.0 1.1 1.2
C -1.696 1.977 1.047 -0.1 -0.2 0.1
C -0.539 2.448 0.547 0.0 -0.3 0.1
H -2.448 2.633 1.506 0.3 0.1 -0.2
C 0.399 1.393 -0.015 1.1 0.2 -0.4
O 1.637 1.462 0.744 -0.1 -0.3 -0.5
H 2.268 0.787 0.420 -0.4 0.5 0.1
C -0.265 0.082 0.139 -1.4 0.1 0.6
H 0.607 1.581 -1.091 0.0 -0.1 0.4
C -0.068 -1.209 -0.024 2.6 -0.4 -1.2
Cl -3.000 -2.413 0.943 0.2 0.2 -0.1
P -1.706 -0.280 3.446 0.0 0.1 0.3
P -3.453 0.312 -1.204 -0.3 0.1 -0.4
C -2.934 -1.214 4.420 -0.1 -0.1 -0.2
H -3.144 -2.166 3.919 0.0 0.2 0.2
H -3.871 -0.646 4.493 0.3 -0.1 -0.1
H -2.534 -1.394 5.427 -0.1 0.1 -0.2
C -0.139 -1.119 3.811 0.2 -0.2 0.2
H 0.699 -0.427 3.667 -0.2 -0.1 0.1
H -0.016 -1.967 3.125 0.0 0.1 0.3
H -0.155 -1.480 4.848 0.2 0.0 -0.3
C -1.591 1.287 4.368 0.0 0.2 -0.1
H -2.542 1.830 4.288 0.2 -0.2 0.0
H -0.797 1.909 3.937 -0.1 -0.1 0.1
H -1.373 1.085 5.427 -0.1 0.1 -0.3
C -5.250 0.001 -1.159 0.0 -0.1 0.3
H -5.762 0.838 -0.666 0.2 -0.2 -0.1
H -5.446 -0.913 -0.585 0.0 0.2 -0.2
H -5.629 -0.114 -2.183 0.1 0.1 0.3
C -3.365 1.972 -1.944 0.1 0.2 0.0
H -2.318 2.240 -2.134 -0.2 0.0 0.0
H -3.785 2.703 -1.241 0.1 -0.2 -0.2
H -3.930 2.002 -2.887 0.1 0.0 0.3
C -2.880 -0.782 -2.535 0.0 -0.1 -0.2
H -2.686 -1.779 -2.121 -0.1 0.1 -0.2
H -1.955 -0.389 -2.971 -0.2 -0.1 0.1
H -3.662 -0.843 -3.303 0.3 -0.1 0.0
P 0.105 4.138 0.471 -0.2 -1.4 0.0
C -1.214 5.306 0.744 -0.1 0.4 0.0
C 0.797 4.288 -1.185 0.1 0.4 -0.2
H -1.683 5.125 1.721 0.2 0.0 -0.2
H -1.973 5.219 -0.046 0.2 0.0 0.2
H -0.794 6.322 0.727 -0.2 -0.2 0.0
H 1.617 3.570 -1.324 -0.2 0.2 0.2
H 1.179 5.306 -1.336 -0.1 -0.2 0.0
H 0.016 4.079 -1.929 0.2 0.1 0.2
C 1.410 4.285 1.692 0.2 0.4 0.1
H 1.006 4.042 2.683 0.1 0.1 -0.2
H 1.811 5.307 1.693 -0.1 -0.2 0.1
H 2.195 3.559 1.449 -0.3 0.3 0.0
H -0.811 -1.971 0.275 0.4 -0.1 -0.3
O -6.041 0.819 2.711 1.0 -0.1 -0.4
C -4.971 0.656 2.222 -0.1 -0.2 0.0
N -3.887 0.483 1.727 -0.4 0.0 0.1
```
Positions in Å, forces in eV/Å.

Values from the calculation:
HOMO-LUMO gap (eV): 7.373
Total charge: +2
Multiplicity: 1
Maximum force (eV/A): 2.9
Energy relative to the best compared isomer or geometry (same formula, charge and spin) (kJ/mol): 0.0

Entry 3:
# C33H46CoN6

A molecular structure, C33H46CoN6 (ωB97M-V with the def2-TZVPD basis set, OMol25).

Structure (XYZ):
```
86
Properties=species:S:1:pos:R:3:forces:R:3
Co 0.280 -0.157 -0.107 1.9 2.9 2.5
N 0.866 -0.546 2.321 -1.4 0.9 0.1
N 0.134 2.324 1.856 -0.2 1.2 -2.0
C -0.900 -0.153 -1.737 -0.9 -0.5 -0.6
C -1.696 0.038 -0.558 -1.0 -1.1 -0.4
C -1.412 -1.038 0.347 -1.4 -0.8 -1.0
C -2.097 -1.301 1.644 0.2 0.1 0.2
H -2.774 -0.476 1.884 0.0 -0.1 0.1
H -1.332 -1.364 2.428 -0.3 0.0 0.1
H -2.681 -2.233 1.632 0.1 0.1 0.0
C -0.515 -1.948 -0.310 -0.9 -0.5 -0.8
C -0.246 -3.342 0.131 0.2 -0.1 0.3
H -1.099 -4.020 -0.052 0.1 0.2 -0.1
H -0.055 -3.357 1.210 -0.1 -0.2 -0.2
H 0.635 -3.751 -0.374 -0.1 0.0 0.1
C -0.167 -1.380 -1.584 -1.5 -0.9 -0.4
C 0.522 -2.109 -2.687 0.4 0.1 0.0
H 1.356 -2.702 -2.291 -0.2 0.1 -0.2
H 0.927 -1.406 -3.426 0.0 -0.1 0.0
H -0.165 -2.793 -3.211 0.1 0.1 0.0
C -2.809 1.013 -0.353 0.1 0.1 0.2
H -3.763 0.485 -0.175 0.2 0.2 -0.1
H -2.946 1.657 -1.228 0.0 -0.1 0.1
H -2.620 1.642 0.530 -0.1 0.1 -0.1
C -1.067 0.551 -3.043 0.1 0.1 -0.2
H -0.092 0.782 -3.496 -0.3 0.0 -0.1
H -1.600 1.499 -2.911 0.1 -0.1 -0.2
H -1.637 -0.067 -3.759 0.1 0.2 0.1
C 1.468 -1.661 2.788 1.7 -0.7 0.9
H 1.021 -2.620 2.510 0.4 0.3 -0.1
C 2.591 -1.603 3.625 -1.0 -0.4 -0.5
H 3.180 -2.502 3.796 -0.2 0.0 0.2
C 2.929 -0.387 4.239 1.8 -0.9 0.3
H 3.812 -0.275 4.864 -0.1 -0.2 -0.1
C 2.074 0.677 4.052 -2.6 1.0 -1.1
H 2.172 1.626 4.575 0.0 -0.2 0.1
C 0.993 0.543 3.133 2.7 -1.2 1.8
C 0.109 1.635 3.037 -0.5 0.7 0.5
H -0.116 2.238 3.932 0.2 -0.3 -0.6
C 0.303 1.799 0.561 0.0 0.2 0.3
C 0.162 3.722 1.839 0.1 -0.4 0.0
H 0.089 4.319 2.726 0.0 0.0 0.2
C 0.358 4.089 0.575 -0.4 0.2 -0.4
H 0.426 5.072 0.153 0.1 0.1 -0.1
N 0.358 2.938 -0.218 0.1 0.7 0.5
C 0.260 3.138 -1.645 0.4 0.7 0.0
C -0.822 3.926 -2.093 0.6 -0.4 -0.4
C -0.848 4.334 -3.429 0.4 -0.1 0.0
H -1.697 4.919 -3.772 0.1 0.0 0.0
C 0.191 4.041 -4.314 -0.2 -0.4 0.3
C 0.161 4.514 -5.741 0.1 0.1 -0.3
H 0.184 3.677 -6.456 0.0 0.2 0.2
H 1.040 5.142 -5.943 -0.2 -0.1 0.0
H -0.739 5.105 -5.948 0.2 -0.1 0.1
C 1.275 3.305 -3.836 -0.3 0.2 0.3
H 2.102 3.079 -4.510 -0.1 0.1 0.2
C 1.353 2.894 -2.499 -0.4 0.2 0.0
C 2.629 2.285 -2.014 0.3 -0.3 -0.2
H 2.958 2.698 -1.054 -0.2 -0.1 -0.1
H 3.420 2.471 -2.746 0.0 0.1 0.1
H 2.546 1.198 -1.911 -0.1 0.1 0.1
C -1.914 4.405 -1.194 -0.7 0.1 0.1
H -1.569 5.163 -0.481 -0.1 -0.3 -0.1
H -2.396 3.592 -0.642 0.3 0.2 0.0
H -2.680 4.883 -1.811 0.0 -0.1 0.1
C 4.478 0.722 1.111 0.1 -0.2 0.2
N 4.370 -0.652 0.623 1.9 0.2 0.6
C 5.500 -1.518 0.943 -0.3 0.1 0.0
C 3.228 -1.104 0.072 -2.7 2.2 -0.7
N 2.229 -0.231 -0.121 4.0 -2.0 0.0
N 3.140 -2.434 -0.374 0.1 -1.1 -0.2
C 3.778 -2.768 -1.658 -0.3 0.6 0.5
C 3.188 -3.549 0.584 -0.1 0.4 0.0
H 5.498 0.846 1.483 -0.2 0.1 0.0
H 3.782 0.921 1.941 0.0 -0.1 -0.2
H 4.324 1.458 0.309 0.0 -0.2 0.1
H 5.363 -2.010 1.919 0.1 0.1 -0.2
H 5.628 -2.277 0.167 0.1 0.1 0.2
H 6.402 -0.899 0.986 -0.1 -0.2 -0.1
H 2.569 0.688 0.168 -0.4 -0.5 0.0
H 4.878 -2.762 -1.600 0.0 -0.1 -0.2
H 3.449 -3.773 -1.945 0.1 0.2 0.0
H 3.446 -2.052 -2.418 0.2 -0.1 0.1
H 2.418 -3.416 1.352 0.3 0.0 -0.3
H 2.970 -4.474 0.031 0.0 0.2 0.1
H 4.169 -3.663 1.079 -0.2 -0.1 -0.1
```
Positions in Å, forces in eV/Å.

Values from the calculation:
HOMO-LUMO gap (spin up / spin down) (eV): 3.227 / 4.974
Total charge: -1
Multiplicity: 5
Maximum force (eV/A): 4.4
Energy relative to the best compared isomer or geometry (same formula, charge and spin) (kJ/mol): 0.0
Expectation value of S²: 6.08